Density functional theory data (ωB97M-V with the def2-TZVPD basis set) for a structure of composition C9H25FInN4O3.

Each line ends with the natural charge from an NBO analysis.
Positions of all 43 atoms, in Å:
N 2.48293 2.54502 -1.99273  -0.8988
H 2.10877 2.49734 -2.94951  0.4493
H 2.16960 1.62862 -1.55249  0.4839
H 2.02065 3.33713 -1.54706  0.4460
H 3.49953 2.60772 -2.06941  0.4632
In 1.57319 -2.60235 -1.78968  1.0071
F 1.78469 0.18440 -0.78026  -0.8750
C -3.04461 0.02829 -2.80518  -0.7283
C -1.69925 -0.13550 -2.16222  0.6698
O -1.05952 -1.17697 -2.40193  -0.4875
N -1.14077 0.85001 -1.45579  -0.5089
C -1.80513 2.06985 -1.01685  -0.4425
H -3.79128 -0.56138 -2.26538  0.2743
H -3.05989 -0.41843 -3.80059  0.2939
H -3.36278 1.06237 -2.91974  0.2539
H -0.17159 0.60019 -1.20944  0.4467
H -1.24785 2.42661 -0.15576  0.2226
H -2.81996 1.86331 -0.66128  0.2512
H -1.94781 2.71974 -1.88254  0.2598
C -2.45394 -4.41576 0.39685  -0.7052
C -1.75938 -3.07081 0.47623  0.6888
O -0.66774 -2.92658 -0.08947  -0.5432
N -2.33413 -2.08726 1.19645  -0.4500
C -1.75465 -0.80088 1.43501  -0.4381
H -2.91758 -4.51064 -0.58447  0.2733
H -3.24083 -4.51311 1.14895  0.2539
H -1.74821 -5.21575 0.60559  0.2791
H -3.30224 -2.19967 1.47724  0.4437
H -0.74729 -0.66437 1.04852  0.2242
H -1.71273 -0.65043 2.52129  0.2598
H -2.36312 0.00046 1.00608  0.2231
C 4.45281 -0.10781 1.71465  -0.6692
C 3.47802 0.85478 2.39820  0.6297
O 3.80405 1.35457 3.46305  -0.2652
N 2.28403 1.07133 1.82681  -0.3898
C 1.30188 1.97345 2.38211  -0.4514
H 5.01628 -0.62661 2.48304  0.2918
H 5.15176 0.36200 1.02107  0.2747
H 3.83646 -0.74697 1.07180  0.2337
H 2.06202 0.63631 0.91438  0.4732
H 0.42425 2.01411 1.73992  0.2146
H 1.69498 2.99668 2.35435  0.2771
H 1.00637 1.74701 3.41015  0.2909

Computed properties:
Energy above the lowest of the compared OMol25 structures with the same formula, charge and spin   0.72 kcal per mole
Max |F|   0.0439 hartree/bohr
Net charge   +3
Gap between HOMO and LUMO   2.3 eV

Density functional theory data (ωB97M-V with the def2-TZVPD basis set) for a structure of composition C29H28IrN4O2.

Each line ends with the natural charge from an NBO analysis.
Positions of all 64 atoms, in Å:
Ir 0.07198 -0.66308 1.02008  0.9646
C -1.44549 -0.20170 2.69628  -0.3463
C -0.63438 -1.23841 3.28848  -0.1522
C -0.98755 -2.47700 2.72852  -0.3387
C -2.10234 -2.25975 1.90269  -0.1116
C -2.33463 -0.83612 1.82654  -0.1551
H -1.44866 0.83454 2.99340  0.2688
H 0.08818 -1.09922 4.07694  0.2591
H -0.57629 -3.43539 3.00316  0.2665
H -2.65571 -3.01076 1.36008  0.2514
H -3.11652 -0.36576 1.24911  0.2592
C 3.56624 -1.85046 -1.20359  -0.2257
C 3.63478 -0.86687 -2.18397  -0.1017
C 2.68795 0.13802 -2.20493  -0.2107
C 1.67708 0.15616 -1.25235  0.2134
N 1.62097 -0.81152 -0.31027  -0.4223
C 2.54424 -1.78706 -0.28628  0.0507
C 0.63406 1.17674 -1.12667  -0.1056
C 0.43382 2.20436 -2.04552  -0.1625
C -0.58376 3.12203 -1.84131  -0.2079
C -1.37797 3.02629 -0.70616  -0.1558
C -1.18437 1.99890 0.21530  -0.3071
C -0.19116 1.05373 -0.00441  -0.1054
H 4.28784 -2.65254 -1.15230  0.2561
H 4.42510 -0.88476 -2.92230  0.2535
H 2.73217 0.91768 -2.95083  0.2471
H 2.43588 -2.53238 0.49073  0.2170
H 1.05808 2.28785 -2.92554  0.2297
H -0.75524 3.91213 -2.55882  0.2484
H -2.16571 3.74860 -0.53547  0.2438
H -1.83911 1.95461 1.07605  0.2230
O -4.22758 2.56700 -3.68697  -0.7260
C -4.48432 1.23114 -4.05028  0.1082
N -3.56420 0.46831 -3.22472  -0.6125
C -3.44939 -0.86450 -3.35987  0.6515
O -4.09263 -1.51661 -4.15567  -0.5753
C -2.44833 -1.56233 -2.46512  -0.1437
C -2.10974 -2.87389 -2.76867  -0.0639
C -1.18182 -3.52757 -1.97435  -0.2336
C -0.63088 -2.85768 -0.90139  0.0563
N -0.97005 -1.59556 -0.58814  -0.4494
C -1.86811 -0.96750 -1.36309  0.0635
H -4.85265 3.14517 -4.13581  0.4961
H -4.27510 1.03773 -5.10539  0.1807
H -5.51206 0.93058 -3.83184  0.1789
H -2.97325 1.02013 -2.62427  0.4076
H -2.58326 -3.34854 -3.61878  0.2764
H -0.88353 -4.54603 -2.17815  0.2567
H 0.09315 -3.33712 -0.25591  0.2157
H -2.12151 0.03609 -1.06450  0.2240
C 4.54864 2.05228 4.67599  -0.6574
C 3.47933 1.43740 3.83191  0.1150
C 2.49418 2.19902 3.21267  -0.2315
C 1.52468 1.59206 2.44046  0.0627
N 1.48205 0.26325 2.25925  -0.4521
C 2.43057 -0.48589 2.85125  0.0463
C 3.42555 0.05647 3.62717  -0.2300
H 4.41442 3.12633 4.77629  0.2401
H 5.52918 1.86457 4.23549  0.2536
H 4.55185 1.60536 5.67081  0.2531
H 2.47411 3.27425 3.32708  0.2499
H 0.75915 2.17183 1.94735  0.2324
H 2.36464 -1.55558 2.70039  0.2133
H 4.15742 -0.59905 4.08020  0.2497

Computed properties:
Energy above the lowest of the compared OMol25 structures with the same formula, charge and spin   0.00 kcal per mole
2S+1   2
Max |F|   0.0319 hartree/bohr
Net charge   +2
Expectation value of S²   0.7628
Gap between HOMO and LUMO (alpha / beta)   8.4 / 6.6 eV

Density functional theory data (ωB97M-V with the def2-TZVPD basis set) for a structure of composition C30H48Cl2N3O7PbSi.

Each line ends with the Mulliken charge.
Positions of all 92 atoms, in Å:
C 2.29179 0.48266 -4.85697  -1.1852
C 3.22977 -0.68259 -4.75647  0.1816
H 2.82591 1.35082 -5.26337  0.3586
H 1.86924 0.74815 -3.87746  0.0849
H 1.44721 0.26918 -5.53448  0.2298
C 4.35889 -0.79535 -5.48276  0.1712
C 4.85379 0.20674 -6.46605  -1.4916
H 4.95981 -1.69928 -5.39877  0.2881
H 4.77196 1.23437 -6.08692  0.3614
H 4.31045 0.15425 -7.42159  0.2867
H 5.91228 0.01385 -6.68748  0.3677
Pb -1.36461 1.55365 0.45034  1.3510
Cl -0.15299 2.14993 -1.94043  -0.6192
C -1.04871 -2.06006 1.56025  0.1893
O -0.62893 -0.93015 1.85574  -0.5539
N -0.48088 -3.20513 2.00076  0.2708
C 0.69386 -3.15962 2.85673  -0.8159
C -0.89174 -4.49994 1.48239  -0.8710
H -1.92238 -2.22418 0.90287  0.2356
H 0.56873 -2.36937 3.60136  0.2555
H 1.61707 -2.95090 2.29521  0.1314
H 0.78996 -4.13218 3.35022  0.3994
H -1.92057 -4.40546 1.12191  0.3082
H -0.83637 -5.23879 2.29263  0.3215
H -0.25587 -4.82734 0.64303  0.2711
H -3.38271 0.98369 6.46068  0.3007
H -5.64620 2.02542 6.07360  0.3094
C -2.98056 1.85597 5.92823  -0.9778
C -5.21897 2.75292 5.36991  -0.8754
N -3.91997 2.28618 4.90670  0.3137
H -2.03438 1.60512 5.44710  0.2655
C -3.51322 2.45775 3.62590  -0.0372
O -2.41941 2.08921 3.17711  -0.5811
H -5.88683 2.86167 4.50904  0.2183
H -4.26724 2.96888 2.99067  0.4031
H -2.82407 2.65241 6.66993  0.3135
H -5.13493 3.72272 5.88662  0.3152
H 0.54952 5.66690 -0.79453  0.3224
H 2.21727 3.39812 -1.04050  0.2433
C 1.10102 5.78345 0.14733  -0.9226
C 2.60672 3.83773 -0.10955  -0.8550
N 1.55737 4.50125 0.64596  0.2224
H 0.41423 6.18816 0.89374  0.3225
C 0.75295 3.80864 1.47271  -0.2169
O 0.79957 2.57891 1.66865  -0.6789
H 3.06154 3.04946 0.49662  0.2492
H -0.01266 4.43502 1.95802  0.5675
H 1.96171 6.43777 0.00610  0.3050
H 3.35814 4.59065 -0.36368  0.3617
O 2.89672 -1.02415 -2.46199  0.0876
C 2.86604 -1.71913 -3.70156  0.2682
C 5.04562 -2.92451 -3.20751  0.1274
C 3.74322 -2.95555 -3.70949  0.1401
H 5.41228 -2.01732 -2.72047  0.6543
C 5.88029 -4.03672 -3.38366  -1.0008
H 1.83390 -2.03150 -3.91417  0.2864
C 3.24199 -4.12384 -4.30025  -0.3478
H 6.90564 -3.99975 -3.00419  0.3838
C 5.40451 -5.17128 -4.04793  -0.3717
C 4.08149 -5.22087 -4.50592  -0.7131
H 2.19941 -4.13002 -4.62690  0.3779
H 6.07116 -6.01867 -4.22189  0.3561
H 3.70172 -6.10822 -5.02163  0.3679
Si 2.73614 -1.32062 -0.83454  -0.3405
Cl -1.86459 4.18327 0.21671  -0.5855
C 4.41876 -1.00992 -0.05500  -1.1002
C 2.17092 -3.09447 -0.56452  -0.6907
C 1.52080 -0.08338 -0.22220  -0.7870
H 5.19617 -1.69651 -0.41935  0.3346
H 4.35095 -1.11250 1.03909  0.3669
H 4.73697 0.01802 -0.28694  0.3024
H 1.76968 0.92765 -0.56069  -0.0448
H 1.44059 -0.06339 0.87036  0.4654
H 0.53036 -0.30293 -0.64049  0.1929
H 2.75489 -3.82645 -1.14338  0.4055
H 1.11088 -3.20821 -0.84184  0.1940
H 2.28294 -3.36008 0.49639  0.2057
O -6.11868 -0.51921 3.44187  -0.7564
C -6.62429 0.49817 2.74674  0.4484
C -7.88592 1.05777 3.07994  -0.7142
C -8.43905 2.04569 2.27475  -0.2464
C -7.71487 2.55296 1.18815  -0.6485
C -6.41771 2.09022 0.93251  -0.2928
C -5.86825 1.03782 1.66383  0.0367
C -4.50496 0.46169 1.32368  0.7784
O -3.83741 1.11055 0.46395  -0.7902
O -4.14761 -0.59507 1.93394  -0.7481
H -5.22057 -0.77050 2.92141  0.3944
H -8.41344 0.66663 3.94686  0.4080
H -9.43580 2.43195 2.49018  0.3603
H -8.15777 3.32073 0.54946  0.3713
H -5.78969 2.52035 0.14958  0.4488

Computed properties:
Max |F|   0.0377 hartree/bohr
Net charge   -1
Gap between HOMO and LUMO   7.7 eV